Entry a
{"formula": "C4H13N2", "method": "ωB97M-V with the def2-TZVPD basis set", "lumo_energy_ev": [-9.08, -12.64], "homo_lumo_gap_ev": [11.948, 8.466], "total_charge": 2, "s_squared": 0.75, "multiplicity": 2, "elements": ["H", "C", "H", "C", "H", "H", "H", "N", "H", "C", "H", "H", "C", "N", "H", "H", "H", "H", "H"], "coordinates": [[-3.42, -1.18, -0.16], [-2.73, -1.84, 0.36], [-1.32, -0.44, 0.74], [-0.28, 1.46, -0.07], [3.06, 1.38, -0.47], [1.19, -0.96, 0.56], [2.13, -0.96, -0.92], [2.19, 1.59, 0.05], [0.38, -1.09, -1.03], [1.19, -0.61, -0.48], [-0.37, 2.53, -0.27], [-0.40, 1.35, 1.02], [1.06, 0.92, -0.60], [-1.56, -1.43, 0.69], [2.41, 1.11, 0.94], [1.12, 1.12, -1.67], [-0.74, -2.03, 0.76], [-3.01, -2.87, 0.58], [-1.15, 0.98, -0.54]]}

Entry b
{"formula": "C4H13N2", "method": "ωB97M-V with the def2-TZVPD basis set", "lumo_energy_ev": [-7.84, -13.81], "homo_lumo_gap_ev": [11.554, 5.582], "total_charge": 2, "s_squared": 0.75, "multiplicity": 2, "elements": ["N", "C", "H", "C", "H", "H", "H", "C", "H", "H", "H", "H", "H", "H", "H", "H", "N", "H", "C"], "coordinates": [[1.52, 1.11, -1.43], [0.23, -0.52, 1.06], [-0.65, 1.80, -0.28], [-0.84, -0.84, 2.10], [1.65, -0.91, -1.30], [-1.86, -1.01, 1.76], [-0.78, -0.08, 2.90], [0.84, -0.21, -1.44], [2.27, 1.22, -0.74], [-2.01, 0.81, 0.12], [-1.58, 0.98, -1.41], [0.33, -0.25, -2.40], [-0.94, -1.17, -0.69], [0.96, -1.38, 0.92], [-0.44, -1.69, 2.67], [0.93, 0.24, 1.37], [-1.17, 0.94, -0.47], [1.88, 1.29, -2.38], [-0.33, -0.32, -0.38]]}

Which structure is most stable? entry b, by 0.163 eV over the runner-up.

Entry a
{"formula": "C11H11N", "method": "ωB97M-V with the def2-TZVPD basis set", "lumo_energy_ev": 0.65, "homo_lumo_gap_ev": 8.664, "total_charge": 0, "smiles": "c1ccccc1.c1ccncc1", "elements": ["H", "H", "H", "H", "C", "N", "C", "C", "H", "H", "H", "C", "C", "C", "C", "H", "C", "H", "C", "H", "C", "H", "C"], "coordinates": [[-3.55, 1.39, 1.42], [-4.60, -0.64, 0.45], [-1.48, 2.21, 1.09], [0.14, 1.14, -0.36], [1.24, -1.16, 0.11], [1.01, -0.04, -0.74], [2.41, -1.23, 0.85], [-2.61, -1.10, -0.50], [4.04, 1.45, -0.32], [-3.01, -1.92, -1.07], [0.58, -1.97, -0.09], [-1.70, 1.31, 0.57], [3.27, -0.20, 0.73], [1.84, 1.00, -0.85], [-3.53, -0.39, 0.25], [-0.60, -0.83, -1.69], [3.15, 0.86, -0.23], [2.42, -2.03, 1.42], [-0.86, 0.64, -0.27], [4.05, -0.11, 1.59], [-3.01, 0.79, 0.83], [1.60, 2.06, -1.37], [-1.32, -0.60, -0.80]]}

Entry b
{"formula": "C11H11N", "method": "ωB97M-V with the def2-TZVPD basis set", "lumo_energy_ev": 0.82, "homo_lumo_gap_ev": 9.814, "total_charge": 0, "smiles": "c1ccccc1.c1ccncc1", "elements": ["H", "H", "C", "C", "N", "C", "H", "H", "H", "C", "C", "C", "C", "H", "H", "C", "C", "C", "H", "H", "H", "H", "C"], "coordinates": [[-2.12, -1.83, -0.55], [-5.86, 1.60, 0.18], [-3.90, -1.32, 0.53], [4.57, 1.17, 0.66], [3.99, -1.33, -0.49], [3.40, 0.45, 1.00], [5.79, -1.16, -1.50], [-4.19, -2.15, 1.21], [-3.84, 2.07, -1.45], [5.12, -0.68, -0.80], [-4.88, -0.32, 0.76], [-2.80, 0.28, -0.92], [-5.05, 0.89, 0.05], [-5.88, -0.73, 1.18], [2.66, 0.78, 1.68], [-3.97, 1.07, -0.88], [3.16, -0.75, 0.35], [5.44, 0.58, -0.27], [4.75, 2.19, 1.05], [2.25, -1.28, 0.57], [-2.09, 0.57, -1.53], [6.37, 1.05, -0.52], [-2.91, -1.13, -0.31]]}

Which structure is most stable? entry b, by 3.752 eV over the runner-up.

Entry a
{"formula": "C2H6ClNO", "method": "ωB97M-V with the def2-TZVPD basis set", "lumo_energy_ev": 0.21, "homo_lumo_gap_ev": 9.586, "total_charge": 0, "smiles": "[H]/N=C\\C.OCl", "elements": ["C", "O", "H", "H", "H", "C", "H", "N", "H", "Cl", "H"], "coordinates": [[0.18, 0.14, -0.61], [3.31, 0.37, -0.43], [1.33, 0.61, 1.01], [3.02, -0.52, -0.60], [0.62, -1.74, -1.35], [0.42, 0.11, 0.87], [-0.03, 1.16, -0.97], [0.34, -0.77, -1.46], [-0.60, 0.59, 1.28], [4.47, 0.01, 0.71], [0.51, -0.81, 1.31]]}

Entry b
{"formula": "C2H6ClNO", "method": "ωB97M-V with the def2-TZVPD basis set", "lumo_energy_ev": 0.48, "homo_lumo_gap_ev": 10.649, "total_charge": 0, "smiles": "O=CNCl.C", "elements": ["H", "H", "N", "H", "Cl", "O", "C", "H", "H", "C", "H"], "coordinates": [[-0.97, 1.06, -0.93], [-0.30, 1.14, 2.25], [-0.32, -0.86, -1.78], [0.52, -1.39, -1.94], [-1.59, -1.92, -1.30], [0.96, 0.91, -1.35], [0.25, 0.30, 1.73], [-0.17, 0.22, 0.79], [1.29, 0.64, 1.40], [-0.13, 0.42, -1.30], [0.45, -0.52, 2.43]]}

Which structure is most stable? entry b, by 1.383 eV over the runner-up.

Entry a
{"formula": "C4H8S2Si", "method": "ωB97M-V with the def2-TZVPD basis set", "lumo_energy_ev": [-1.15, -1.47], "homo_lumo_gap_ev": [6.545, 5.712], "total_charge": 0, "elements": ["H", "H", "H", "C", "H", "S", "C", "S", "C", "H", "C", "Si", "H", "H", "H"], "coordinates": [[-1.72, 2.82, 0.23], [0.58, -2.12, -0.83], [2.11, 1.29, -0.21], [1.59, 0.34, -0.18], [0.73, -2.00, 0.92], [-3.77, 0.36, -0.13], [-0.68, -0.62, 0.05], [-2.37, -0.99, 0.09], [0.03, -1.95, 0.09], [1.80, -0.19, -1.11], [0.08, 0.54, -0.01], [-0.38, 2.29, 0.11], [-0.69, -2.76, 0.20], [0.72, 3.24, 0.14], [2.00, -0.25, 0.64]]}

Entry b
{"formula": "C4H8S2Si", "method": "ωB97M-V with the def2-TZVPD basis set", "lumo_energy_ev": [-1.05, -1.05], "homo_lumo_gap_ev": [7.736, 7.735], "total_charge": 0, "elements": ["H", "Si", "H", "S", "H", "H", "C", "S", "C", "H", "H", "C", "C", "H", "H"], "coordinates": [[-0.04, 1.76, 3.46], [-0.07, 0.20, -0.33], [0.71, -2.20, -0.53], [-0.81, 0.33, 1.78], [-1.93, -1.23, -1.21], [1.47, 3.40, 1.88], [0.10, 1.68, 2.38], [0.82, 2.05, -0.77], [-1.62, -0.20, -1.36], [1.64, -1.33, 0.69], [1.98, -1.08, -1.01], [1.18, -1.24, -0.29], [0.84, 2.55, 1.79], [-2.45, 0.44, -1.10], [-1.41, -0.07, -2.42]]}

Which structure is most stable? entry b, by 1.920 eV over the runner-up.

Entry a
{"formula": "C12H16BBa2Br8O8", "method": "ωB97M-V with the def2-TZVPD basis set", "lumo_energy_ev": -9.61, "homo_lumo_gap_ev": 5.300, "total_charge": 3, "elements": ["Br", "O", "C", "O", "H", "O", "H", "C", "C", "C", "C", "Br", "Ba", "H", "H", "O", "H", "O", "H", "H", "O", "H", "C", "B", "H", "H", "H", "H", "H", "C", "O", "Br", "H", "H", "O", "C", "Br", "Br", "H", "Br", "C", "C", "C", "Ba", "Br", "Br", "C"], "coordinates": [[5.84, 1.83, -4.76], [0.18, -1.57, -1.10], [-2.15, 0.79, -0.17], [-3.17, 1.42, -0.34], [-2.12, -0.11, 6.78], [3.19, 0.02, -0.88], [-1.96, -0.91, 4.45], [2.23, -0.12, 2.83], [-2.72, -1.33, 5.11], [-1.63, 0.34, 1.22], [2.05, -0.28, -0.88], [1.24, 2.09, -3.91], [-4.76, 1.62, 1.92], [4.09, 2.06, -2.96], [2.85, 0.59, 4.78], [1.03, 0.52, -0.51], [3.27, -0.25, 2.54], [2.10, -2.61, -1.64], [-2.81, -2.36, 4.79], [-2.69, -1.20, -5.54], [-0.60, -0.42, 1.00], [1.66, 0.18, 1.96], [2.15, 0.84, 3.98], [-0.17, -0.27, -0.40], [3.17, 3.00, -5.27], [2.54, 1.80, 3.63], [-2.56, 0.93, -3.33], [-1.94, 0.45, -5.78], [-3.11, -1.47, 7.28], [1.45, -1.65, -1.18], [-2.22, 0.53, 2.25], [-4.42, -0.36, 4.68], [2.86, 1.26, -5.61], [3.92, 0.52, -3.69], [-1.33, 0.38, -1.08], [-2.23, -0.34, -5.09], [-0.52, -1.00, -4.35], [-0.85, -2.28, 6.98], [-3.55, -0.50, -3.33], [1.55, -1.94, 3.25], [2.97, 2.02, -4.85], [-3.09, 0.24, -3.98], [4.09, 1.57, -3.93], [2.78, -5.15, -1.24], [0.36, 1.09, 4.62], [-4.61, 1.19, -4.82], [-2.39, -1.14, 6.54]]}

Entry b
{"formula": "C12H16BBa2Br8O8", "method": "ωB97M-V with the def2-TZVPD basis set", "lumo_energy_ev": -8.91, "homo_lumo_gap_ev": 5.770, "total_charge": 3, "elements": ["H", "H", "Br", "H", "H", "C", "O", "C", "Br", "Br", "Br", "H", "H", "Ba", "C", "C", "H", "O", "Br", "O", "H", "Br", "C", "H", "O", "C", "C", "H", "H", "Br", "H", "C", "Br", "C", "C", "O", "O", "H", "H", "H", "O", "C", "O", "C", "B", "H", "Ba"], "coordinates": [[12.13, 9.84, -30.97], [12.58, 6.45, -24.74], [7.56, 8.74, -22.90], [9.03, 11.04, -28.12], [5.32, 10.54, -24.19], [7.82, 12.15, -23.18], [12.13, 11.43, -26.54], [6.94, 9.15, -24.72], [13.24, 13.20, -29.28], [13.89, 6.51, -27.00], [13.74, 9.51, -28.98], [8.17, 12.29, -27.18], [7.06, 8.27, -25.35], [6.63, 12.24, -19.95], [8.55, 12.01, -28.16], [8.30, 10.81, -22.61], [11.47, 12.11, -30.83], [7.82, 10.31, -21.61], [7.13, 11.84, -29.49], [9.10, 10.26, -23.46], [11.35, 11.53, -29.14], [11.00, 13.37, -27.36], [12.35, 6.32, -25.79], [4.78, 8.88, -24.53], [10.00, 9.94, -27.80], [12.77, 10.52, -30.42], [11.30, 7.32, -26.22], [9.16, 13.92, -29.02], [13.56, 10.79, -31.12], [5.19, 9.95, -26.71], [10.10, 12.55, -29.57], [9.58, 12.97, -28.71], [9.50, 6.96, -25.60], [5.51, 9.64, -24.77], [11.05, 11.22, -26.00], [8.93, 10.45, -25.89], [8.30, 12.27, -24.35], [11.26, 7.43, -27.30], [7.67, 9.86, -25.10], [11.59, 8.27, -25.75], [10.63, 11.64, -24.87], [9.96, 10.40, -26.71], [6.96, 12.83, -22.62], [12.03, 11.76, -29.96], [9.23, 11.13, -24.64], [12.01, 5.29, -25.92], [14.79, 11.84, -26.65]]}

Which structure is most stable? entry a, by 8.397 eV over the runner-up.